Molecular formula: C43H42AsBrCaCl3N11O4S5Se
Method: DFT, wB97M-V/def2-TZVPD

```
112
Properties=species:S:1:pos:R:3:forces:R:3:lowdin_charge:R:1
Br 3.82611 3.27654 0.65439 -0.024 0.011 -0.007 0.7697
Se 5.55818 -0.70482 -3.24025 -0.023 -0.027 0.010 1.0661
As -0.35320 0.59547 4.18299 -0.014 -0.045 0.011 -0.5003
Ca 0.27883 0.84726 0.72494 -0.081 0.445 0.890 0.8809
Cl -2.99498 -4.23780 3.31960 0.000 0.001 0.000 0.6418
Cl 1.45584 -3.91956 6.27927 -0.004 -0.002 0.022 0.6809
Cl 3.78898 -7.52443 1.68230 0.003 -0.009 -0.003 0.6435
S -1.18672 -0.67237 2.54199 0.040 0.000 -0.020 -0.0926
S 0.85763 -0.70067 5.40852 -0.006 0.038 0.013 -0.1224
S 0.89712 2.09242 3.18693 -0.014 -0.083 -0.039 -0.2045
S 3.65939 -7.18188 -1.23532 -0.005 0.006 -0.004 0.9546
S -1.95153 1.48205 5.29913 -0.044 0.032 -0.023 -0.2059
O -0.83524 1.51179 -1.19262 0.109 -0.274 -0.297 -0.2097
O 1.37701 7.53627 -0.95553 -0.003 0.001 0.002 0.0531
O -1.22034 0.28914 -3.03222 0.030 0.046 -0.074 0.0208
O 3.75888 -4.70488 2.64829 -0.051 -0.050 -0.012 -0.1211
N 4.63998 0.36192 -2.16744 0.017 0.037 -0.006 -0.2181
N -4.16629 3.15197 2.05971 0.004 -0.051 0.003 -0.1899
N 1.15219 3.52515 0.05834 -0.109 -0.116 -0.152 0.0241
N 4.39210 -0.59961 -4.58694 0.009 0.027 -0.005 -0.2525
N 2.61268 1.53784 -2.24569 0.088 0.031 -0.052 0.1450
N -1.90568 2.41249 1.33699 -0.067 -0.042 -0.133 0.1634
N 2.42472 -0.43099 1.31244 0.111 0.025 -0.264 -0.0175
N 1.80096 -2.89149 -3.51017 0.012 -0.033 -0.001 0.1317
N 0.25165 -1.46364 -0.53859 -0.070 0.043 -0.203 0.0382
N -0.19637 -3.42088 -2.45653 0.019 -0.001 -0.016 0.1273
N 3.37117 -1.68053 2.85774 0.066 0.103 0.018 -0.0670
C -3.97933 0.95422 -1.38077 0.017 -0.010 0.038 -0.1942
C -4.83896 4.04414 1.13321 -0.004 0.019 0.003 -0.0645
C -2.20722 3.43052 -3.65067 0.001 -0.014 -0.002 -0.0291
C 3.56053 0.72794 -2.82279 -0.021 -0.040 0.008 -0.4725
C 3.78848 -0.28619 1.22610 0.009 -0.106 0.013 -0.1733
C -2.94585 2.75534 1.69734 0.073 0.033 0.010 -0.2484
C 1.57378 1.80151 -2.96964 -0.028 -0.036 0.055 -0.1012
C 3.88722 -4.09118 1.38479 -0.017 -0.043 -0.034 -0.1762
C 2.21038 -1.26440 2.31041 -0.081 0.054 0.061 -0.2354
C 2.25286 0.52539 -4.91664 0.001 0.001 0.000 -0.0220
C -2.98910 1.59275 -2.12675 0.010 0.030 -0.035 -0.0562
C -0.65321 -4.00475 4.64059 0.002 -0.012 0.007 -0.1363
C -3.29020 2.73589 -2.86733 -0.016 -0.015 -0.001 -0.2072
C 0.88385 -2.65548 -2.48940 0.022 -0.018 0.020 -0.3691
C 2.41871 5.54140 -0.25450 -0.016 0.003 0.009 -0.0561
C -7.00422 3.14205 -2.14904 0.000 0.001 0.002 -0.0658
C 1.33985 1.30553 -4.30893 -0.016 -0.014 -0.002 -0.0264
C 1.27083 6.21763 -0.62305 0.009 0.005 -0.001 -0.3197
C 0.86895 -4.43157 2.36824 0.015 0.028 0.107 -0.0102
C -0.84090 -2.22904 -0.49725 0.032 -0.044 0.053 -0.1659
C -1.56300 1.06372 -2.12936 -0.066 0.040 0.113 -0.6445
C -4.41168 3.38195 3.48041 0.019 -0.041 0.020 -0.0763
C 3.82557 -5.10381 0.27791 -0.057 0.023 -0.003 -0.2961
C 0.05932 5.53928 -0.63845 -0.008 0.002 0.001 -0.0008
C 2.27966 4.20202 0.07990 0.065 -0.022 0.091 -0.7351
C 4.39022 -1.05061 2.17997 -0.040 0.011 -0.002 -0.0862
C -1.04585 -3.20484 -1.45300 0.006 -0.001 0.039 -0.1180
C 3.76613 -6.46167 0.32896 0.036 -0.008 0.002 -0.9591
C -1.26032 -4.23337 3.42376 0.001 0.004 0.006 -0.6829
C 3.43095 0.19498 -4.16911 -0.003 -0.037 0.006 -0.4342
C -5.27703 1.45769 -1.42106 0.002 0.028 0.026 -0.0220
C 3.03994 -4.04295 3.68312 -0.055 -0.024 0.007 -0.2735
C -5.60339 2.58735 -2.15945 0.002 0.000 0.004 -0.3037
C 3.68537 -5.64427 -1.98985 -0.002 0.004 -0.008 -0.4257
C 3.77599 -4.64752 -1.07842 -0.031 -0.014 -0.008 -0.1464
C -3.64156 -0.24224 -0.53738 -0.027 0.018 -0.047 -0.0247
C 0.73000 -4.01300 4.69944 0.025 -0.010 -0.001 -0.6063
C -4.59340 3.22131 -2.87431 -0.004 0.001 -0.015 -0.0322
C 1.52747 -4.16368 3.56674 0.051 -0.024 -0.067 -0.1762
C 1.11740 -1.68313 -1.50880 -0.025 -0.034 0.019 -0.0777
C 3.51606 -2.60972 3.95998 -0.003 0.034 0.071 -0.0912
C 0.05103 4.20175 -0.29144 0.035 0.039 -0.031 -0.1367
C -0.51167 -4.47793 2.28808 0.008 -0.005 -0.018 -0.1137
H 4.57709 -2.64994 4.21201 0.001 0.022 -0.002 0.1332
H -4.82479 4.11052 -3.45503 -0.003 0.002 0.000 0.1075
H -3.77029 2.71687 4.06686 0.010 0.012 0.006 -0.0316
H -4.53112 -0.65181 -0.05840 -0.001 -0.004 -0.002 0.0827
H -0.86666 3.63075 -0.29100 0.009 -0.013 -0.006 0.0655
H 3.59582 -5.54983 -3.05894 -0.007 0.010 -0.018 0.0582
H 1.23268 -1.54493 2.68149 0.010 -0.017 0.008 0.0264
H -1.41834 3.79276 -2.98611 0.013 -0.002 0.003 0.0700
H -2.60573 4.27958 -4.20777 0.000 0.005 0.007 0.0702
H -7.32704 3.42884 -3.15199 0.000 0.003 -0.001 0.0692
H -4.56073 5.09229 1.31024 0.002 -0.003 0.000 0.0850
H -3.18235 -1.02129 -1.14996 -0.018 0.028 0.003 0.0734
H 0.49516 7.87504 -1.14064 0.001 0.000 -0.001 0.0996
H -1.00223 -4.67927 1.34607 0.007 0.011 -0.001 0.0944
H -2.93295 0.02094 0.25508 -0.020 0.003 0.014 0.0361
H -7.71239 2.40920 -1.76107 0.000 0.000 -0.001 0.0692
H -1.23242 -3.80318 5.52881 0.002 0.004 0.002 0.1104
H 4.24322 0.35470 0.49051 0.011 0.003 -0.012 0.0338
H -5.91853 3.94603 1.26546 0.002 -0.002 0.001 0.0835
H 0.81137 2.41608 -2.50810 -0.020 0.011 0.008 0.0871
H 3.32671 -4.60331 4.57500 -0.003 0.002 0.003 0.1249
H 3.77397 -3.59845 -1.34126 -0.012 0.030 -0.017 0.1032
H -7.07141 4.03208 -1.51686 0.000 -0.001 0.001 0.0698
H 4.83916 -3.55106 1.31637 -0.005 -0.043 0.006 0.1308
H -0.86508 6.03744 -0.90816 0.000 0.003 0.001 0.1115
H 5.42344 -1.20151 2.44270 0.001 0.003 0.001 0.1105
H -1.74436 2.73813 -4.35688 0.004 -0.003 -0.004 0.0738
H 3.10852 -3.34842 1.19808 -0.006 -0.019 -0.006 0.1166
H -1.92810 -3.83391 -1.41646 -0.007 0.001 -0.004 0.1056
H 2.30968 -2.07960 -3.82444 0.019 0.025 0.004 0.0484
H 1.37824 -3.39683 -4.27480 0.006 -0.001 0.003 0.0893
H 0.39928 1.55043 -4.77941 -0.011 0.003 0.001 0.0965
H -4.18957 4.42211 3.74844 0.008 -0.009 0.009 0.0846
H -1.52612 -2.05503 0.32410 0.018 -0.011 -0.006 0.0389
H 2.95814 -2.20395 4.80901 -0.024 0.008 -0.008 0.0370
H -5.46241 3.17220 3.69120 0.003 0.005 -0.005 0.0798
H 2.02349 -1.08437 -1.50746 -0.007 0.025 -0.024 0.0993
H 3.37509 6.03923 -0.21258 0.001 -0.001 0.000 0.1046
H -4.58642 3.77234 0.11041 -0.002 -0.018 -0.028 0.0706
H 2.11550 0.11775 -5.90956 -0.001 0.006 -0.002 0.1131
H -6.04790 0.95994 -0.84022 0.004 -0.001 -0.003 0.1134
H 1.43361 -4.62832 1.47142 0.103 0.005 -0.102 0.1072
```
Positions in Å, forces in eV/Å.

The value obtained for the gap between HOMO and LUMO is 3.39 eV. The calculation puts the relative energy (zero: lowest compared OMol25 entry of this formula, charge and spin) at 14.5 kcal per mole. The value obtained for the LUMO energy is 2.371 eV. Its charge is -2.



Molecular formula: C46H47N7O7S3SiTi
Method: DFT, wB97M-V/def2-TZVPD

```
112
Properties=species:S:1:pos:R:3:forces:R:3:lowdin_charge:R:1
Ti 0.78658 -0.16932 0.28121 -0.636 0.333 -0.620 0.7748
S 0.99136 3.22672 0.42203 -0.069 -0.057 -0.089 0.7116
S 0.57788 -2.54016 0.81557 -0.085 -0.013 0.037 0.6679
S 2.21456 -3.79740 3.03101 -0.059 0.038 -0.041 0.8534
Si 1.14905 -0.60030 -3.32836 0.006 -0.080 0.116 0.6158
O -1.15971 0.15062 0.10072 -0.104 0.041 0.183 -0.2055
O 0.78191 0.43252 2.11072 -0.011 0.039 0.250 -0.2484
O -3.19604 4.75720 3.93912 0.039 -0.045 -0.033 -0.1166
O -7.20111 2.84522 2.11331 0.048 -0.051 -0.121 0.0440
O -2.64506 -1.42449 0.66847 -0.032 0.037 -0.025 0.0526
O -7.07961 1.14960 0.80019 0.036 0.115 0.011 0.0426
O -1.29628 3.57491 3.88890 -0.031 -0.002 -0.021 -0.0973
N -6.56942 1.96989 1.54560 0.134 -0.105 0.196 -0.3522
N -1.56479 2.90323 -0.49721 0.015 0.106 -0.079 0.0824
N -1.38188 -1.52104 -2.72363 0.009 0.005 0.094 -0.1938
N 2.81149 -0.76065 0.65929 0.781 -0.001 0.050 -0.1060
N -2.52436 3.72713 3.58077 -0.002 0.066 0.068 -0.4080
N 2.93009 -1.62824 1.74657 -0.280 -0.005 -0.023 -0.0320
N -1.29326 4.67599 0.70174 0.001 0.039 -0.016 -0.1077
C 1.55309 1.55776 4.05337 0.070 0.075 -0.062 0.0021
C 0.10302 -1.67659 4.61334 0.001 0.008 0.002 -0.0259
C -3.14647 2.75881 2.81633 -0.107 -0.059 -0.018 -0.1795
C 2.70751 -2.71369 -2.09723 -0.006 0.018 0.068 -0.0928
C -2.78050 -1.14659 -2.62119 -0.031 0.002 -0.023 -0.2034
C -4.53275 2.84456 2.58119 0.225 -0.043 0.033 0.0548
C -2.40228 1.71991 2.21829 0.108 0.049 0.047 0.0530
C 1.93971 0.30036 -4.81232 0.006 -0.033 -0.014 -0.2263
C -4.41441 0.83246 1.19553 0.262 0.028 0.023 0.0267
C 3.85133 2.31958 4.10037 0.026 0.008 -0.024 -0.1128
C 3.95291 1.11198 -5.91467 -0.007 0.008 -0.002 -0.1034
C -1.10097 -1.42038 5.24889 0.018 -0.002 0.003 -0.0570
C 3.32929 0.44792 -4.86913 0.034 -0.002 0.017 -0.0968
C -0.68848 5.64597 1.59706 -0.022 -0.014 -0.032 -0.0467
C 3.38759 -3.92816 -2.09757 -0.018 0.008 0.008 -0.0817
C 3.03634 1.10323 2.19135 0.066 -0.006 0.016 -0.1550
C -2.40307 -3.71341 -2.20609 0.023 -0.023 0.054 -0.1832
C 1.20100 0.84704 -5.86250 -0.012 0.021 -0.028 -0.0960
C 1.81462 1.51125 -6.91980 -0.003 -0.003 0.017 -0.1078
C 2.23244 -2.98719 -4.42554 0.040 -0.002 -0.003 -0.1122
C -3.69576 -1.97085 -3.53041 0.008 -0.006 -0.025 -0.1685
C -2.24082 -0.27650 0.70074 -0.001 -0.186 0.018 -0.5629
C 2.00377 -2.51387 1.79760 0.040 -0.024 0.047 -1.0758
C -5.10762 1.87769 1.79014 -0.480 0.065 -0.078 -0.1564
C 3.19399 1.64696 -6.94862 0.002 -0.002 0.006 -0.1185
C -0.64431 -0.94999 -3.83392 0.045 0.042 -0.014 -0.2525
C -2.80093 3.51203 -0.39883 0.012 0.029 -0.036 -0.0871
C -3.03232 0.79455 1.40909 -0.155 -0.120 0.013 -0.1256
C 1.76279 1.01002 2.78485 -0.003 -0.115 0.006 -0.3675
C -0.63642 3.60283 0.19934 -0.007 -0.007 0.110 -0.7594
C 2.11686 -2.22102 -3.25945 -0.008 -0.039 -0.124 -0.2431
C 3.14882 0.49441 0.85409 0.250 -0.015 0.304 -0.3308
C 2.90524 -4.19915 -4.43366 -0.002 -0.013 0.024 -0.1094
C 0.79194 -3.03590 6.46434 -0.027 0.005 0.012 -0.0667
C 1.17213 0.42723 -1.80560 -0.067 -0.061 -0.056 -0.3000
C -1.12027 -2.94651 -2.50236 0.019 0.009 -0.008 -0.1891
C 4.06119 1.78138 2.84115 -0.008 0.002 0.039 -0.0407
C 3.86005 1.24167 -0.22958 0.010 -0.083 -0.074 -0.0437
C 2.37128 -2.76507 4.52655 0.073 0.038 0.118 -0.4247
C -1.36383 -1.97209 6.49765 -0.018 0.012 -0.015 -0.1024
C 2.59557 2.20199 4.69336 -0.055 0.008 0.042 -0.0834
C 1.06349 -2.48709 5.21652 -0.002 -0.003 -0.047 -0.2837
C 3.48633 -4.67345 -3.26197 -0.008 0.006 -0.008 -0.1119
C -0.41517 -2.78058 7.10449 0.002 -0.008 0.010 -0.1099
C -2.62883 4.62603 0.33771 0.029 0.026 -0.005 -0.0642
C -3.42087 -3.47886 -3.32223 -0.024 -0.018 -0.019 -0.1927
H 5.03340 1.87173 2.36943 -0.009 -0.010 -0.013 0.1018
H 3.89775 0.64914 -1.14019 -0.004 0.007 -0.003 0.0699
H -0.72464 -1.54549 -4.76677 0.003 0.008 0.008 0.0870
H 2.97569 -4.77613 -5.34888 0.003 -0.003 -0.002 0.0887
H -0.66429 -3.37590 -3.40908 -0.022 -0.007 -0.018 0.1116
H 2.87377 -1.84549 4.22508 -0.014 -0.011 -0.039 0.0742
H 4.00823 -5.62358 -3.25836 0.006 0.000 -0.007 0.0887
H -4.90653 0.08591 0.59347 -0.026 0.010 0.001 0.1172
H -4.34869 -4.01623 -3.11053 -0.001 0.012 0.016 0.0953
H 3.43048 2.22368 -0.42237 -0.018 -0.002 0.010 0.0466
H 4.65157 2.83940 4.61241 0.000 -0.002 -0.001 0.0842
H -1.40824 1.92279 -0.70885 0.024 -0.068 0.003 0.1043
H -1.41841 6.43024 1.78601 0.005 -0.011 0.015 0.0869
H 2.61932 -2.15696 -1.16967 0.096 -0.050 -0.169 0.0461
H 2.03686 1.08912 -1.86279 0.015 0.014 0.010 -0.0233
H -3.01783 -3.91166 -4.24418 -0.001 0.004 -0.004 0.0984
H 5.03225 1.21152 -5.92492 -0.002 0.003 -0.005 0.0928
H 1.21105 1.92452 -7.71984 0.004 0.003 -0.004 0.0913
H -3.69140 3.07242 -0.81125 0.017 0.020 -0.002 0.1161
H 2.41802 2.64809 5.66511 0.002 -0.008 0.000 0.0982
H 3.82667 -4.29281 -1.17621 0.002 0.002 0.001 0.1013
H 1.79023 -2.62606 -5.35031 0.000 0.008 0.011 0.0993
H 3.67582 2.16648 -7.76861 0.000 -0.002 0.000 0.0887
H -4.73934 -1.72901 -3.30993 0.001 0.007 0.010 0.0998
H -2.30625 -1.76973 6.99208 0.011 -0.001 0.003 0.0935
H -3.52611 -1.69531 -4.57578 0.016 -0.005 0.007 0.0948
H -0.39619 -3.08970 -1.69353 -0.013 0.007 -0.044 0.0635
H -2.80021 -3.40723 -1.23494 0.002 0.021 -0.028 0.1072
H 4.89040 1.37882 0.12040 -0.017 0.047 0.011 0.0846
H 0.55908 1.52637 4.47932 -0.014 0.009 0.004 0.1121
H 0.29174 -1.23833 3.64153 0.014 0.004 -0.059 0.0872
H -1.83145 -0.78556 4.76169 0.000 -0.004 0.017 0.1086
H 0.20593 6.05759 1.13054 0.007 0.000 0.015 0.0713
H -5.09528 3.65367 3.01452 -0.039 -0.009 -0.010 0.1122
H 3.04129 -3.30631 5.19654 -0.003 -0.008 -0.011 0.0637
H 0.31370 1.09565 -1.98187 -0.022 0.022 0.102 -0.0042
H -2.86341 -0.07941 -2.84163 -0.007 0.000 -0.042 0.1172
H -0.43460 5.15423 2.53760 -0.001 0.017 -0.015 0.0704
H -1.06803 0.03698 -4.05768 -0.030 -0.021 0.007 0.0792
H 1.53217 -3.66971 6.94232 0.002 0.005 -0.010 0.0996
H -0.61259 -3.21467 8.07800 0.003 0.000 -0.004 0.0888
H 3.94200 0.02715 -4.07658 -0.024 -0.009 -0.005 0.1024
H 0.11999 0.75941 -5.86567 0.003 -0.015 0.013 0.0877
H -2.16523 -4.77727 -2.12637 0.004 0.005 -0.003 0.1098
H -3.33300 5.35662 0.69351 -0.009 -0.013 -0.006 0.1220
H -3.09376 -1.26839 -1.58373 -0.002 -0.015 -0.030 0.0922
H -1.32948 1.68729 2.36421 -0.022 0.002 0.009 0.1082
```
Positions in Å, forces in eV/Å.

The value obtained for the gap between HOMO and LUMO (alpha / beta) is 4.90 / 6.97 eV. The calculation puts the relative energy (zero: lowest compared OMol25 entry of this formula, charge and spin) at 26.7 kcal per mole. The value obtained for the LUMO energy (alpha / beta) is 3.919 / 3.911 eV. As for the spin multiplicity: 3. Its charge is -2.